1.
109
Properties=species:S:1:pos:R:3:forces:R:3:lowdin_spin:R:1 method="wB97M-V/def2-TZVPD" relative_energy_ev=2.5543 homo_ev="-6.792 / -6.375" s2=3.835 gap_ev="7.23 / 6.81" spin_multiplicity=4 total_charge=0
Re -1.22256 -1.22942 0.61898 0.5 -0.2 0.2 2.691
C -3.81726 -0.97257 2.63227 0.0 0.0 0.1 0.007
N -2.43453 -1.35992 2.92720 -0.2 0.0 -0.2 0.089
C -2.37502 -2.69924 3.50644 0.0 0.0 0.0 0.010
C -1.77494 -0.36961 3.77763 0.0 -0.1 0.0 0.006
C -1.10691 0.71930 2.96363 0.1 0.1 0.0 0.006
N -0.08681 0.17473 2.01931 -0.3 0.0 -0.2 0.011
C 1.07603 -0.25522 2.85504 0.0 0.0 0.1 0.005
C 2.26756 -0.85117 2.16492 0.1 0.2 0.1 0.000
C 3.48800 -0.19374 2.12384 0.0 0.1 0.0 0.000
C 4.61709 -0.79122 1.56629 0.0 0.0 0.0 0.001
C 4.47827 -2.07515 1.04014 0.0 0.0 0.0 0.000
C 3.26522 -2.76588 1.06236 0.2 0.0 0.0 0.001
C 2.19031 -2.13195 1.65551 -0.2 0.0 0.0 -0.003
O 0.96288 -2.75803 1.75698 0.0 -0.2 0.0 0.011
C 3.02990 -4.11221 0.38986 0.0 0.0 0.0 0.000
C 2.03328 -3.87562 -0.75551 -0.1 0.1 0.0 -0.005
C 4.29796 -4.64332 -0.28287 0.1 0.0 0.0 0.000
C 2.55056 -5.18926 1.37609 0.0 0.0 0.0 0.000
C 5.95345 -0.04257 1.57822 -0.1 0.0 0.0 0.000
C 6.43766 0.07791 3.03111 0.0 0.0 0.0 0.000
C 5.77419 1.36224 0.98619 0.0 0.0 0.0 0.000
C 7.02792 -0.76757 0.76836 0.0 0.0 0.0 0.000
C 0.41617 1.27499 1.15454 0.0 0.0 0.0 0.020
C -0.54872 2.04262 0.27027 0.2 0.1 0.1 0.013
C -0.01875 3.23795 -0.22475 0.0 0.0 0.1 0.000
C -0.73057 4.05717 -1.07361 -0.1 0.0 -0.1 0.006
C -2.02292 3.63673 -1.40918 -0.1 0.0 0.0 -0.001
C -2.59757 2.46224 -0.94606 -0.1 0.2 -0.1 0.004
C -1.82927 1.63226 -0.09377 -0.2 -0.5 0.2 0.012
O -2.34516 0.47842 0.37837 0.0 0.5 -0.4 0.086
C -4.02989 2.07048 -1.34020 0.1 0.0 0.1 0.000
C -4.66251 3.08585 -2.29524 0.0 0.0 -0.1 0.000
C -4.91068 2.02045 -0.08175 0.0 0.0 0.0 0.001
C -4.04891 0.70091 -2.04209 0.0 0.0 0.0 0.001
C -0.16437 5.34931 -1.66414 0.0 0.0 0.0 0.001
C -1.11330 6.52184 -1.37928 0.0 0.0 0.0 0.000
C -0.01179 5.18477 -3.18340 0.0 0.0 0.0 0.000
C 1.20512 5.69061 -1.07662 0.0 0.0 0.0 0.000
H -4.42676 -0.95681 3.54635 0.0 0.0 0.0 0.002
H -4.25311 -1.68091 1.92683 0.0 0.0 0.0 0.002
H -3.83315 0.01068 2.16733 0.0 0.0 0.0 0.001
H -2.86440 -2.74160 4.49002 0.0 0.0 0.0 0.002
H -1.33367 -3.00789 3.60617 0.0 0.0 0.0 0.001
H -2.87377 -3.40190 2.83917 0.0 0.0 0.0 0.002
H -1.04882 -0.88643 4.40212 0.0 0.0 0.0 0.000
H -2.48937 0.10224 4.46355 -0.1 0.0 0.0 0.002
H -0.62697 1.43569 3.63968 0.1 0.0 0.0 0.000
H -1.84519 1.25408 2.37582 0.0 0.0 0.0 0.001
H 0.72180 -0.97127 3.59017 -0.1 -0.1 0.0 0.000
H 1.40860 0.63806 3.39282 0.0 0.0 0.1 0.000
H 3.54789 0.80863 2.53816 0.0 -0.1 0.0 0.000
H 5.33482 -2.55226 0.58392 0.0 0.0 0.0 0.000
H 2.53151 -3.21781 -1.47659 0.0 0.0 0.0 -0.003
H 0.19993 -3.07050 -1.30742 0.0 0.0 -0.1 0.001
H 1.86412 -4.83059 -1.25860 0.0 0.0 0.0 -0.001
H 4.69585 -3.94754 -1.02607 0.0 0.0 0.0 0.000
H 4.07257 -5.58443 -0.79015 0.0 0.0 0.0 0.000
H 5.07704 -4.84359 0.45625 0.0 0.0 0.0 0.000
H 1.65907 -4.89551 1.92241 0.0 0.0 0.0 0.000
H 3.34161 -5.40790 2.09815 0.0 0.0 0.0 0.000
H 2.33126 -6.10987 0.82774 0.0 0.0 0.0 0.000
H 5.72552 0.64100 3.63892 0.0 0.0 0.0 0.000
H 7.40105 0.59421 3.07022 0.0 0.0 0.0 0.000
H 6.55829 -0.91002 3.48161 0.0 0.0 0.0 0.000
H 5.10362 1.97842 1.58849 0.0 0.0 0.0 0.000
H 5.36736 1.30974 -0.02673 0.0 0.0 0.0 0.000
H 6.73919 1.87428 0.94173 0.0 0.0 0.0 0.000
H 7.28509 -1.73503 1.20703 0.0 0.0 0.0 0.000
H 7.93671 -0.16183 0.75131 0.0 0.0 0.0 0.000
H 6.71336 -0.92917 -0.26600 0.0 0.0 0.0 0.000
H 1.21298 0.84524 0.54605 0.0 0.0 -0.1 0.004
H 0.88808 2.00938 1.82034 0.1 0.0 0.0 0.002
H 0.98409 3.51489 0.08814 -0.1 0.0 0.0 0.000
H -2.60175 4.26542 -2.07344 0.0 0.0 0.0 0.000
H -4.72691 4.08528 -1.85581 0.0 -0.1 0.0 0.000
H -5.67916 2.75963 -2.52635 0.0 0.0 0.0 0.000
H -4.11367 3.15379 -3.23877 0.0 0.0 0.0 0.000
H -4.96785 3.00772 0.38608 0.0 0.0 0.0 0.000
H -4.51098 1.31178 0.64207 0.0 0.0 -0.1 0.000
H -5.92647 1.70811 -0.34680 0.1 0.0 0.0 0.000
H -3.33993 0.68668 -2.87560 0.0 0.0 0.0 0.000
H -5.04770 0.50600 -2.44560 0.0 0.0 0.0 0.000
H -3.79035 -0.10449 -1.35692 0.0 0.1 0.0 0.000
H -2.08890 6.37997 -1.84927 0.1 0.0 0.0 0.000
H -0.68996 7.45221 -1.76871 0.0 0.0 0.0 0.000
H -1.27141 6.63933 -0.30411 0.0 0.0 0.0 0.000
H -0.97392 4.97173 -3.65511 0.0 0.0 0.0 0.000
H 0.66423 4.35795 -3.41413 0.0 0.0 0.0 0.000
H 0.39233 6.09876 -3.63007 0.0 0.0 0.0 0.000
H 1.15656 5.81191 0.00935 0.0 0.0 -0.1 0.000
H 1.56154 6.63041 -1.50476 0.0 0.0 0.0 0.000
H 1.94712 4.92082 -1.30528 0.0 0.0 0.0 0.000
N 0.71652 -3.29253 -0.46648 -0.1 -0.2 0.1 -0.055
C 0.20910 -2.61055 0.58414 0.0 0.1 0.0 -0.060
Br -6.66874 -4.26496 -3.42863 0.0 0.0 0.0 0.000
C -4.99269 -3.46610 -3.81629 0.0 0.0 0.0 0.000
C -4.62858 -3.26555 -5.13724 0.1 0.0 0.0 0.001
C -3.40000 -2.67702 -5.41410 0.0 0.0 0.0 0.000
C -2.55359 -2.29874 -4.38189 0.0 0.0 0.0 0.001
C -2.93707 -2.50767 -3.06399 -0.1 0.0 0.2 0.000
C -4.16497 -3.09239 -2.77369 0.0 0.0 0.0 0.001
C -2.03253 -2.07217 -1.94744 -0.1 0.0 -0.1 0.022
O -0.92722 -1.58530 -2.20371 -0.1 -0.1 -0.1 0.061
O -2.48152 -2.23100 -0.74354 0.4 0.3 0.1 0.041
H -5.29535 -3.56355 -5.93519 0.0 0.0 0.0 0.000
H -3.10839 -2.51346 -6.44453 0.0 0.0 0.0 0.000
H -1.59630 -1.83205 -4.57493 0.0 0.0 0.0 0.000
H -4.45683 -3.24075 -1.74327 0.0 0.0 0.0 0.000

2.
112
Properties=species:S:1:pos:R:3:forces:R:3:lowdin_charge:R:1 method="wB97M-V/def2-TZVPD" relative_energy_ev=0.6623 homo_ev=-9.391 gap_ev=7.48 total_charge=+1
Sr -0.25014 0.09370 -0.85389 0.0 0.2 0.4 1.351
O -0.08949 0.73026 1.69717 -0.2 -0.4 -0.3 -0.480
P -0.81202 0.12560 2.86800 0.0 0.1 0.2 0.720
C -2.19903 -0.91027 2.32451 -0.1 0.2 0.1 -0.274
P -1.93504 -2.25723 1.12424 -0.1 -0.3 0.0 0.740
O -1.97035 -1.67481 -0.26175 0.4 0.3 -0.1 -0.460
C -3.29589 -3.38113 1.42589 -0.1 0.0 -0.2 -0.305
C -4.05913 -3.77041 0.32937 0.0 0.0 0.0 -0.054
C -5.10987 -4.66079 0.50520 0.0 0.0 0.0 -0.056
C -5.39409 -5.15760 1.76765 0.0 0.0 0.0 -0.060
C -4.63312 -4.76829 2.86454 0.0 0.0 0.0 -0.063
C -3.58541 -3.88013 2.69518 0.0 0.0 0.0 -0.087
C -0.41301 -3.18279 1.40623 -0.1 -0.1 0.0 -0.263
C -0.45281 -4.57753 1.45458 0.0 0.1 0.1 -0.056
C 0.72414 -5.30433 1.56389 0.0 0.0 0.0 -0.057
C 1.94593 -4.65084 1.62964 0.0 0.0 0.0 -0.053
C 1.99521 -3.26450 1.56880 0.0 0.0 0.0 -0.062
C 0.82328 -2.53966 1.45067 0.0 0.2 -0.2 -0.120
C 0.22897 -0.86973 3.93413 -0.1 0.0 0.1 -0.294
C -0.22569 -2.03924 4.53997 0.0 0.0 0.0 -0.083
C 0.61955 -2.77375 5.35514 0.0 0.0 0.0 -0.059
C 1.92040 -2.33796 5.56914 0.0 0.0 0.0 -0.059
C 2.37174 -1.16545 4.97927 0.0 0.0 0.0 -0.054
C 1.52727 -0.42533 4.16726 0.0 0.0 0.0 -0.090
C -1.53983 1.39940 3.90263 0.0 0.0 0.0 -0.280
C -2.36900 1.08183 4.97737 0.0 0.0 0.0 -0.070
C -2.88951 2.09034 5.76948 0.0 0.0 0.0 -0.064
C -2.57387 3.41658 5.49768 0.0 0.0 0.0 -0.062
C -1.73705 3.73459 4.43860 0.0 0.0 0.0 -0.063
C -1.21770 2.72737 3.63726 0.0 0.0 0.0 -0.079
H -2.84101 -0.21529 1.76349 0.0 -0.1 0.0 0.089
H -2.81361 -1.25396 3.15864 0.2 0.0 0.1 0.066
H -3.82807 -3.37039 -0.64966 0.0 0.0 0.0 0.110
H -5.70614 -4.96357 -0.34489 0.0 0.0 0.0 0.113
H -6.21337 -5.85132 1.90192 0.0 0.0 0.0 0.112
H -4.85813 -5.15889 3.84781 0.0 0.0 0.0 0.111
H -2.98632 -3.59324 3.55300 0.0 0.0 0.0 0.098
H -1.39776 -5.10023 1.41183 0.0 0.0 0.0 0.106
H 0.68294 -6.38466 1.60094 0.0 0.0 0.0 0.112
H 2.86036 -5.22160 1.72400 0.0 0.0 0.0 0.112
H 2.93581 -2.73033 1.62357 0.0 0.0 0.0 0.094
H 0.90040 -1.45616 1.41044 0.0 -0.1 0.0 0.027
H -1.23441 -2.39440 4.36843 0.0 0.0 0.0 0.084
H 0.26833 -3.68687 5.81721 0.0 0.0 0.0 0.111
H 2.58309 -2.91431 6.20131 0.0 0.0 0.0 0.111
H 3.38592 -0.82742 5.14497 0.0 0.0 0.0 0.113
H 1.88625 0.47913 3.69390 0.0 0.0 0.0 0.068
H -2.60174 0.04822 5.20930 0.0 0.0 0.0 0.107
H -3.53591 1.84537 6.60136 0.0 0.0 0.0 0.111
H -2.97915 4.20324 6.12018 0.0 0.0 0.0 0.112
H -1.48500 4.76712 4.23629 0.0 0.0 0.0 0.112
H -0.56372 2.96131 2.80614 0.0 0.0 0.0 0.110
C 2.12865 2.77197 -4.82272 0.0 0.0 0.0 -0.168
Si 1.46196 2.14023 -3.18034 0.0 0.0 -0.1 0.328
C 2.95373 1.31028 -2.36589 0.0 0.1 -0.1 -0.201
C 1.12584 3.65344 -2.09685 0.0 0.0 0.0 -0.168
C 0.00042 1.03043 -3.26822 0.0 -0.1 -0.2 -0.622
Si 0.17504 -0.46691 -4.33277 0.1 0.1 0.1 0.333
C -1.08093 -1.82289 -3.90960 0.0 0.0 0.0 -0.177
C 1.84369 -1.32758 -4.07538 0.0 0.0 0.0 -0.184
C 0.06122 -0.13081 -6.17932 -0.1 0.0 0.0 -0.168
Si -1.54495 1.95929 -3.53070 0.0 -0.1 -0.1 0.393
C -1.52148 3.25770 -4.89024 0.0 0.0 0.0 -0.170
C -3.07068 0.89666 -3.84029 0.0 0.0 0.0 -0.168
C -2.05434 2.85571 -1.91464 0.0 0.0 0.0 -0.302
C -2.63026 4.12519 -1.90417 0.0 0.0 0.0 -0.058
C -3.08827 4.68147 -0.72277 0.0 0.0 0.0 -0.046
C -2.97318 3.94459 0.44581 0.0 0.0 0.0 -0.049
C -2.38717 2.69600 0.37054 0.0 0.0 0.0 -0.150
N -1.92821 2.15632 -0.76197 0.0 0.0 -0.1 -0.031
H 2.93989 3.48743 -4.66253 0.0 0.0 0.0 0.034
H 1.35645 3.26723 -5.41409 0.0 0.0 0.0 0.021
H 2.52841 1.95118 -5.42422 0.0 0.0 0.0 0.026
H 3.67328 2.08603 -2.08170 0.0 0.0 0.0 0.039
H 3.45341 0.61943 -3.04572 0.0 0.0 0.0 0.018
H 2.71979 0.76454 -1.44895 -0.1 0.0 -0.1 -0.042
H 2.04815 4.23108 -1.99108 0.0 0.0 0.0 0.035
H 0.79244 3.38707 -1.08795 0.0 0.0 0.0 0.027
H 0.37022 4.31849 -2.52059 0.0 0.0 0.0 0.023
H -1.19217 -2.01233 -2.83402 0.0 0.0 0.0 0.001
H -0.75139 -2.76456 -4.35662 0.0 0.0 0.0 0.035
H -2.07859 -1.60941 -4.29374 0.0 0.0 0.0 0.018
H 2.08188 -1.51006 -3.02116 0.0 0.0 0.0 0.021
H 2.66939 -0.75507 -4.50228 0.0 0.0 0.0 0.023
H 1.82612 -2.29805 -4.57793 0.0 0.0 0.0 0.034
H -0.95180 0.15332 -6.47712 0.0 0.0 0.0 0.027
H 0.34198 -1.00820 -6.76728 0.0 0.0 0.0 0.034
H 0.72719 0.68925 -6.45662 0.0 0.0 0.0 0.021
H -1.17150 2.79003 -5.81401 0.0 0.0 0.0 0.032
H -0.84637 4.08793 -4.67059 0.0 0.0 0.0 0.027
H -2.51460 3.66964 -5.08580 0.0 0.0 0.0 0.035
H -3.04797 0.42692 -4.82623 0.0 0.0 0.0 0.031
H -3.96006 1.53086 -3.79894 0.0 0.0 0.0 0.038
H -3.19058 0.10726 -3.09393 0.0 0.0 0.0 0.028
H -2.71484 4.67342 -2.83356 0.0 0.0 0.0 0.103
H -3.53149 5.66914 -0.71181 0.0 0.0 0.0 0.114
H -3.32150 4.32227 1.39743 0.0 0.0 0.0 0.105
H -2.26638 2.10571 1.27064 0.0 0.0 0.0 0.068
C 5.94129 -0.00449 -1.58180 0.0 0.0 0.0 -0.074
N 5.03724 -0.24026 -0.46080 0.0 0.0 0.1 -0.026
C 4.51297 0.68485 0.35968 0.1 0.0 -0.1 -0.866
S 3.04095 0.39893 1.15281 -0.1 0.0 0.0 0.669
N 5.14669 1.85447 0.54285 0.0 0.0 0.1 -0.029
C 6.57631 2.10991 0.40948 0.0 0.0 0.0 -0.066
H 5.84643 -0.84610 -2.26316 0.0 0.0 0.0 0.095
H 6.98132 0.06108 -1.27074 0.0 0.0 0.0 0.077
H 5.66019 0.90002 -2.12141 0.0 0.0 0.0 0.074
H 4.45716 -1.05978 -0.52377 0.0 0.0 0.0 0.109
H 4.63606 2.46649 1.15785 0.0 0.0 0.0 0.110
H 6.86832 2.31889 -0.61743 0.0 0.0 0.0 0.078
H 7.15940 1.27030 0.78838 0.0 0.0 0.0 0.094
H 6.81193 2.98439 1.01000 0.0 0.0 0.0 0.091